Entry from the OMol25 dataset: a cluster of 7 separate species, C71H159N4OP2 in total (the ωB97M-V functional and the def2-TZVPD basis).

Its net charge is +4. The calculation puts the HOMO-LUMO gap (alpha / beta) at 2.50 / 6.44 eV. As for the total energy: -3776.0374 hartree. The HOMO energy (alpha / beta) comes out at -9.5926 / -13.5591 eV. Its spin multiplicity is 2.

CARTESIAN COORDINATES (ANGSTROEM)
1 C -1.11812 0.70254 -0.16449
2 O -1.89869 1.79950 0.15277
3 H -1.39495 -0.25548 0.27559
4 H -1.25636 0.54136 -1.23361
5 H -0.10722 0.76654 0.23813
6 C -9.91878 3.15072 -1.55158
7 C -8.67105 2.53449 -2.10965
8 C -8.07466 1.50579 -1.12849
9 C -7.44028 2.11300 0.15186
10 P -5.56924 2.05134 0.25924
11 C -4.91656 2.93468 -1.21481
12 C -4.78457 2.12133 -2.57155
13 C -4.13511 2.97095 -3.62436
14 C -2.72773 3.60368 -3.40447
15 C -5.10583 2.71478 1.83261
16 C -5.96468 2.51243 3.10461
17 C -5.30780 3.05372 4.41353
18 C -6.44535 3.18473 5.38228
19 C -5.26644 0.26946 0.07119
20 C -5.75762 -0.69430 1.23777
21 C -5.34908 -2.13669 0.89121
22 C -6.23578 -3.09462 1.63325
23 H -10.30096 3.96480 -2.16746
24 H -9.71162 3.72380 -0.64783
25 H -10.69392 2.42680 -1.30016
26 H -7.89875 3.25477 -2.37957
27 H -8.94351 2.01290 -3.02715
28 H -7.42567 0.84668 -1.70513
29 H -8.86913 0.86664 -0.74324
30 H -7.90368 1.60329 0.99659
31 H -7.61718 3.18740 0.20171
32 H -3.92060 3.30349 -0.96959
33 H -5.49141 3.83681 -1.42403
34 H -5.72907 1.71311 -2.93126
35 H -4.08733 1.29369 -2.44129
36 H -4.89147 3.70665 -3.89779
37 H -4.00567 2.43294 -4.56345
38 H -2.77161 4.44712 -2.71542
39 H -2.23174 3.84297 -4.34512
40 H -2.12582 2.78612 -3.00774
41 H -5.18312 3.74527 1.48592
42 H -4.06996 2.41063 1.98278
43 H -6.07772 1.44357 3.28593
44 H -6.94810 2.91702 2.86526
45 H -4.75603 3.98553 4.28947
46 H -4.52884 2.33289 4.66199
47 H -6.06723 3.55922 6.33354
48 H -6.92843 2.23413 5.60829
49 H -7.10903 3.94318 4.96712
50 H -4.17682 0.24127 0.06699
51 H -5.53286 0.15137 -0.97914
52 H -6.80177 -0.52420 1.50029
53 H -5.24655 -0.40314 2.15545
54 H -4.32874 -2.41136 1.15867
55 H -5.62008 -2.28471 -0.15414
56 H -5.95700 -3.09134 2.68699
57 H -5.92539 -4.09826 1.34263
58 H -7.27310 -2.83031 1.42777
59 C 1.40335 -4.92843 1.40372
60 C 1.88359 -4.10715 0.20016
61 C 0.77888 -4.10366 -0.94236
62 C 1.33332 -3.34138 -2.21265
63 P 0.23216 -3.33813 -3.62627
64 C -0.05843 -5.01273 -4.25160
65 C 1.14102 -5.59364 -5.02842
66 C 0.81935 -7.09965 -5.29241
67 C 1.79649 -7.67021 -6.29836
68 C 0.94529 -2.42537 -5.02114
69 C 1.69134 -1.09745 -4.78008
70 C 2.26619 -0.42565 -6.09387
71 C 3.46457 -1.30996 -6.56337
72 C -1.30835 -2.52967 -3.26349
73 C -2.35759 -2.41251 -4.43544
74 C -3.67741 -1.86007 -3.84771
75 C -4.56716 -1.11866 -4.88774
76 H 0.41636 -4.61767 1.74631
77 H 2.05740 -4.84658 2.27184
78 H 1.21427 -5.95756 1.09838
79 H 2.80609 -4.55302 -0.17174
80 H 1.98790 -3.05845 0.47845
81 H -0.05565 -3.43659 -0.72634
82 H 0.43109 -5.11402 -1.15757
83 H 2.28318 -3.72827 -2.58168
84 H 1.39119 -2.28255 -1.96038
85 H -0.94071 -4.93682 -4.88715
86 H -0.29412 -5.59084 -3.35810
87 H 2.03775 -5.39151 -4.44263
88 H 1.09361 -5.26162 -6.06554
89 H -0.18897 -7.17504 -5.69950
90 H 0.84608 -7.75707 -4.42340
91 H 1.64591 -7.38820 -7.34042
92 H 1.58315 -8.73882 -6.27281
93 H 2.80269 -7.38811 -5.98837
94 H 0.15308 -2.42249 -5.76980
95 H 1.67248 -3.09936 -5.47394
96 H 2.43849 -1.22128 -3.99616
97 H 0.89789 -0.41742 -4.47009
98 H 2.58001 0.58214 -5.82189
99 H 1.45850 -0.38779 -6.82483
100 H 3.68340 -0.93617 -7.56361
101 H 3.12813 -2.31961 -6.79897
102 H 4.30653 -1.31853 -5.87116
103 H -1.06965 -1.55963 -2.82743
104 H -1.63337 -3.09811 -2.39210
105 H -2.69469 -3.42270 -4.66781
106 H -1.95887 -1.87412 -5.29524
107 H -3.38409 -1.22644 -3.01070
108 H -4.19121 -2.67701 -3.34104
109 H -4.03935 -0.30924 -5.39208
110 H -5.43499 -0.76788 -4.32923
111 H -4.94142 -1.66486 -5.75359
112 C 1.26748 3.28254 -4.09301
113 C 1.27715 2.46639 -2.78302
114 C 2.69829 1.73972 -2.75892
115 C 3.99160 2.65664 -2.59734
116 N 5.38767 1.91947 -2.62528
117 C 6.61717 2.86756 -2.51691
118 C 7.71124 2.23996 -1.60450
119 C 7.02778 1.08689 -1.01985
120 C 5.51781 1.24407 -1.25834
121 C 5.64895 0.94784 -3.80417
122 H 2.09342 3.97779 -4.24316
123 H 0.32682 3.82892 -4.16173
124 H 1.13553 2.54488 -4.88456
125 H 0.45431 1.76893 -2.93981
126 H 1.26591 3.13860 -1.92506
127 H 2.74684 1.18249 -3.69448
128 H 2.79773 1.03931 -1.92969
129 H 3.89895 3.12517 -1.61754
130 H 4.01929 3.36318 -3.42688
131 H 7.00835 3.12548 -3.50107
132 H 6.11591 3.69759 -2.01902
133 H 8.55380 1.98030 -2.24541
134 H 8.06709 2.98581 -0.89374
135 H 7.44623 0.16694 -1.42814
136 H 7.21677 1.09144 0.05363
137 H 5.01498 0.27771 -1.22096
138 H 5.20301 1.92601 -0.46844
139 H 6.61486 0.47081 -3.63817
140 H 5.51842 1.48723 -4.74232
141 H 4.86257 0.22191 -3.59747
142 C -2.49293 -0.47598 3.05725
143 C -1.22931 -0.28988 3.95351
144 C -0.71242 -1.72629 4.36577
145 C -0.13169 -1.65907 5.75472
146 N 0.99698 -2.65346 6.11044
147 C 1.54533 -2.49868 7.53340
148 C 3.03684 -2.15964 7.47583
149 C 3.40972 -2.74471 6.13570
150 C 2.22501 -2.45042 5.25594
151 C 0.51169 -4.09530 5.81056
152 H -2.20622 -1.10842 2.21706
153 H -2.73100 0.52820 2.70644
154 H -3.37743 -0.72483 3.64361
155 H -1.44986 0.31409 4.83367
156 H -0.50523 0.26939 3.36104
157 H -0.00220 -2.16487 3.66482
158 H -1.62532 -2.31794 4.43406
159 H -0.95523 -1.77276 6.45966
160 H 0.41988 -0.72486 5.86029
161 H 1.43067 -3.49604 7.95794
162 H 0.96566 -1.78178 8.11488
163 H 3.51501 -2.57213 8.36426
164 H 3.23066 -1.08709 7.46194
165 H 3.48396 -3.82927 6.21516
166 H 4.40725 -2.53103 5.75181
167 H 2.21598 -2.99028 4.30907
168 H 2.27381 -1.38172 5.04714
169 H 0.31954 -4.23825 4.74719
170 H -0.45409 -4.26508 6.28651
171 H 1.37244 -4.65294 6.17969
172 C 2.62724 -0.47154 0.88597
173 C 3.76698 -0.61998 1.89159
174 C 4.61066 -1.88731 1.88544
175 C 5.76088 -1.86233 0.74931
176 N 6.55768 -3.19772 0.55957
177 C 7.49801 -3.27435 -0.69710
178 C 7.55642 -4.77391 -1.08846
179 C 6.35066 -5.42482 -0.37396
180 C 5.51306 -4.31156 0.32488
181 C 7.46753 -3.58415 1.80126
182 H 1.73601 -0.97061 1.26640
183 H 2.72747 -0.93319 -0.09635
184 H 2.29592 0.56098 0.77547
185 H 3.28463 -0.65814 2.86831
186 H 4.38642 0.27582 1.93580
187 H 3.92020 -2.72517 1.78871
188 H 5.15149 -2.04917 2.81786
189 H 6.47985 -1.07062 0.96002
190 H 5.18207 -1.69842 -0.15965
191 H 8.44339 -2.79021 -0.45219
192 H 7.04361 -2.67568 -1.48652
193 H 8.53314 -5.23571 -0.94405
194 H 7.42552 -4.80403 -2.17016
195 H 6.84238 -5.98795 0.41926
196 H 5.80033 -6.14531 -0.97905
197 H 4.89108 -4.60571 1.17028
198 H 4.86743 -3.99647 -0.49486
199 H 8.06630 -4.42925 1.46156
200 H 6.70090 -3.90668 2.50578
201 H 8.12287 -2.76644 2.10119
202 C -3.46677 6.93953 0.78052
203 C -2.03371 6.85709 0.10208
204 C -1.31215 5.68948 0.76565
205 C -0.82975 5.97144 2.24913
206 N -0.38938 4.73443 3.15433
207 C 0.20958 5.27127 4.56751
208 C -0.57121 4.46312 5.69828
209 C -1.26036 3.22745 4.91534
210 C -1.62806 3.89930 3.55519
211 C 0.62745 3.74427 2.40360
212 C 1.93078 4.40473 1.82078
213 C 2.68716 3.25342 1.13178
214 H -3.98423 6.04772 0.42697
215 H -3.91651 7.88019 0.46274
216 H -3.36945 6.91301 1.86585
217 H -1.55254 7.81393 0.30465
218 H -2.18543 6.80868 -0.97623
219 H -0.46417 5.47913 0.11390
220 H -1.93119 4.79449 0.82788
221 H -1.50255 6.65030 2.77314
222 H 0.13572 6.47293 2.18220
223 H 1.28607 5.12158 4.48463
224 H -0.08268 6.32001 4.62072
225 H 0.16937 4.03568 6.37425
226 H -1.23914 5.16242 6.20123
227 H -0.52635 2.42949 4.80324
228 H -2.11429 2.80914 5.44819
229 H -1.94366 3.34660 2.67031
230 H -2.47092 4.53749 3.82048
231 H -0.02947 3.21428 1.71392
232 H 0.90298 2.99838 3.14914
233 H 2.48049 4.74771 2.69729
234 H 1.70513 5.26356 1.18864
235 H 2.11119 2.72453 0.37242
236 H 3.16648 2.57279 1.83541
237 H 3.50913 3.66637 0.54704